Formula: C4H17NO6
Source: OMol25
Level of theory: wB97M-V/def2-TZVPD

Values from the calculation:
E, hartree: -668.63741
ΔE to the lowest compared entry with this formula, charge and spin, eV: 3.722
Charge: -2
LUMO, eV: 5.97
Gap between HOMO and LUMO, eV: 5.8105

XYZ file:
```
28
Properties=species:S:1:pos:R:3:nbo_charge:R:1
C -0.93 -1.05 -1.93 -0.025
O -1.21 -2.27 -2.47 -0.998
C -0.26 -1.43 -0.45 -0.122
C -0.47 -0.29 0.41 -0.391
C 0.70 0.17 1.35 -0.073
O 0.37 1.49 1.79 -0.801
N -0.99 -2.60 0.22 -0.891
H -1.75 -0.35 -1.71 0.109
H -0.07 -0.63 -2.61 0.095
H 0.76 -1.84 -0.77 0.171
H -1.56 -0.51 0.83 0.201
H -0.68 0.64 -0.20 0.163
H 0.89 -0.45 2.22 0.138
H 1.60 -0.03 0.87 0.146
H -1.93 -2.54 0.27 0.349
H -0.62 -3.47 -0.29 0.358
H -0.97 2.70 -0.89 0.485
H -1.17 1.27 -1.18 0.427
O -1.60 2.16 -1.54 -1.052
H 0.09 2.05 0.97 0.523
H 0.18 4.03 -0.21 0.428
O -0.15 3.29 0.09 -1.192
H 0.96 -3.33 1.02 0.481
H 1.58 -2.25 1.75 0.468
O 1.50 -3.24 1.76 -0.956
H 2.15 2.23 1.22 0.483
H 1.74 2.81 -0.11 0.497
O 2.53 2.76 0.50 -1.019
```